ORCA calculation (ωB97M-V/def2-TZVPD) on a structure of composition C26H36AuFN5O4S2 in a non-equilibrium geometry.

Positions of all 75 atoms, in Å:
1 Au -2.005 1.884 -1.794
2 C -3.115 -1.921 -3.954
3 C -3.359 -0.637 -3.223
4 S -3.025 -0.451 -1.590
5 C -3.907 0.454 -3.981
6 C -4.283 0.341 -5.473
7 S -3.949 1.956 -3.115
8 H -2.611 -2.586 -3.284
9 H -2.468 -1.771 -4.816
10 H -4.100 -2.265 -4.259
11 H -3.404 -0.047 -6.004
12 H -4.489 1.348 -5.802
13 H -5.181 -0.281 -5.608
14 F -2.094 1.597 5.455
15 C -1.205 1.018 4.575
16 C -1.244 1.523 3.324
17 C -0.216 1.227 2.411
18 C -0.383 1.644 1.047
19 O -1.469 2.117 0.740
20 C 0.787 1.387 0.185
21 C 1.792 0.478 0.626
22 N 1.982 0.195 1.966
23 C 3.226 -0.388 2.283
24 C 4.476 0.485 2.372
25 C 3.911 -0.103 3.605
26 C 0.891 0.399 2.861
27 C 0.832 -0.151 4.122
28 C -0.202 0.120 5.102
29 N -0.126 -0.326 6.380
30 C 1.164 -0.511 7.019
31 C 1.171 -0.213 8.506
32 N 0.155 -0.997 9.246
33 C -0.889 -1.611 8.330
34 C -1.307 -0.620 7.287
35 C 1.002 2.094 -1.120
36 O 2.172 2.092 -1.616
37 O -0.001 2.556 -1.764
38 H -2.104 2.091 3.046
39 H 2.622 0.245 -0.091
40 H 3.417 -1.417 1.900
41 H 4.343 1.571 2.248
42 H 5.371 0.004 1.954
43 H 3.459 0.569 4.359
44 H 4.352 -1.055 3.993
45 H 1.590 -0.852 4.410
46 H 1.794 0.195 6.529
47 H 1.590 -1.530 6.926
48 H 1.095 0.885 8.797
49 H 2.134 -0.557 8.863
50 H -0.440 -0.415 9.880
51 H 0.555 -1.816 9.833
52 H -1.774 -1.826 8.973
53 H -0.543 -2.583 7.866
54 H -1.714 0.281 7.796
55 H -2.086 -1.189 6.706
56 C -0.835 -2.091 -7.623
57 N 0.122 -1.006 -7.533
58 C 0.524 -0.200 -8.671
59 C 0.564 -0.830 -6.235
60 O 0.575 -1.772 -5.453
61 N 0.932 0.434 -5.849
62 C 0.258 1.675 -6.341
63 C 1.566 0.545 -4.573
64 H -0.281 -2.862 -7.117
65 H -1.114 -2.335 -8.630
66 H -1.680 -1.847 -6.970
67 H 0.954 -0.922 -9.409
68 H 1.341 0.533 -8.447
69 H -0.360 0.264 -9.175
70 H -0.646 1.536 -6.937
71 H 0.880 2.319 -6.936
72 H -0.119 2.178 -5.491
73 H 0.828 0.679 -3.694
74 H 2.171 1.465 -4.508
75 H 2.134 -0.399 -4.433

Computed properties:
- frontier orbital gap (alpha / beta) (eV) = 5.81 / 5.79
- expectation value of S² = 2.02
- energy above the lowest of the compared OMol25 structures with the same formula, charge and spin (kcal per mole) = 29.6
- net charge = +1
- max |F| (hartree/bohr) = 0.0910
- lowest unoccupied orbital energy (alpha / beta) (Eh) = -0.1362 / -0.1370
- spin multiplicity = 3

***

ORCA calculation (ωB97M-V/def2-TZVPD) on the ion C18H17N2 with charge +1 in a non-equilibrium geometry.

Positions of all 37 atoms, in Å:
1 C -3.707 -1.726 -2.148
2 C -3.375 -2.620 -1.114
3 C -2.429 -2.256 -0.153
4 C -1.769 -1.001 -0.301
5 C -0.779 -0.441 0.592
6 C -0.737 -0.788 1.915
7 N 0.204 -0.027 2.509
8 C 0.773 0.704 1.647
9 N 0.331 0.530 0.292
10 C 1.025 0.707 -0.937
11 C 1.402 -0.497 -1.706
12 C 2.020 -0.390 -2.983
13 C 2.462 0.852 -3.338
14 C 2.032 2.011 -2.681
15 C 1.393 2.012 -1.412
16 C 1.887 1.568 2.352
17 C 1.620 1.240 3.867
18 C 0.794 -0.084 3.834
19 C -2.184 -0.162 -1.308
20 C -3.134 -0.472 -2.209
21 H -4.438 -2.151 -2.824
22 H -3.824 -3.634 -1.057
23 H -2.287 -2.991 0.727
24 H -1.383 -1.503 2.510
25 H 1.051 -1.473 -1.357
26 H 2.311 -1.273 -3.504
27 H 2.953 1.213 -4.278
28 H 2.250 2.999 -3.078
29 H 1.094 2.890 -0.771
30 H 2.885 1.334 2.075
31 H 1.712 2.583 2.106
32 H 2.562 1.054 4.397
33 H 1.078 2.013 4.297
34 H -0.030 -0.266 4.636
35 H 1.442 -0.968 3.933
36 H -1.773 0.854 -1.429
37 H -3.434 0.157 -3.101

Computed properties:
- frontier orbital gap (eV) = 8.81
- SMILES = c1ccc(-c2c[n+]3c(n2-c2ccccc2)CCC3)cc1
- energy above the lowest of the compared OMol25 structures with the same formula, charge and spin (kcal per mole) = 8.3
- net charge = +1
- max |F| (hartree/bohr) = 0.1279
- lowest unoccupied orbital energy (Eh) = -0.1095

***

ORCA calculation (ωB97M-V/def2-TZVPD) on a cluster of 3 separate species, C3H11O2S in total in a non-equilibrium geometry.

Positions of all 17 atoms, in Å:
1 C -1.138 -0.257 -1.089
2 C -1.015 0.382 0.387
3 C -1.177 -0.679 1.450
4 S 0.089 -2.033 1.422
5 H -2.204 -0.513 -1.295
6 H -0.878 0.607 -1.747
7 H -0.472 -1.058 -1.367
8 H -1.708 1.238 0.387
9 H -0.035 0.836 0.575
10 H -1.138 -0.316 2.488
11 H -2.206 -1.017 1.266
12 H 2.074 1.273 -0.553
13 H 0.968 1.996 -1.032
14 O 1.762 1.842 -1.402
15 H 1.715 -1.215 0.052
16 H 3.049 -0.641 0.572
17 O 2.315 -0.445 -0.114

Computed properties:
- frontier orbital gap (alpha / beta) (eV) = 10.56 / 7.08
- expectation value of S² = 0.75
- energy above the lowest of the compared OMol25 structures with the same formula, charge and spin (kcal per mole) = 22.2
- net charge = 0
- max |F| (hartree/bohr) = 0.1128
- lowest unoccupied orbital energy (alpha / beta) (Eh) = 0.0212 / -0.0926
- spin multiplicity = 2

***

ORCA calculation (ωB97M-V/def2-TZVPD) on a cluster of 12 separate species, C54H138N6O18 in total in a non-equilibrium geometry.

Positions of all 216 atoms, in Å:
1 C -11.080 -17.754 -1.525
2 O -12.321 -18.468 -1.713
3 C -12.674 -18.681 -3.109
4 C -13.882 -19.581 -3.155
5 N -14.580 -19.594 -4.471
6 C -13.781 -20.218 -5.470
7 C -14.628 -20.285 -6.714
8 O -15.580 -21.390 -6.538
9 C -16.372 -21.740 -7.674
10 H -10.187 -18.295 -1.839
11 H -11.098 -17.531 -0.458
12 H -11.197 -16.752 -1.938
13 H -11.792 -18.938 -3.694
14 H -12.912 -17.725 -3.576
15 H -14.565 -19.247 -2.373
16 H -13.583 -20.600 -2.911
17 H -15.424 -20.146 -4.422
18 H -13.587 -21.244 -5.156
19 H -12.902 -19.640 -5.754
20 H -14.052 -20.414 -7.630
21 H -15.122 -19.320 -6.820
22 H -15.864 -22.430 -8.348
23 H -16.748 -20.874 -8.218
24 H -17.227 -22.280 -7.267
25 C -10.595 -32.486 -8.988
26 O -9.555 -33.253 -8.487
27 C -8.189 -32.715 -8.524
28 C -7.212 -33.379 -7.457
29 N -5.769 -33.306 -7.818
30 C -4.877 -32.876 -6.736
31 C -3.431 -32.575 -7.293
32 O -2.549 -32.068 -6.331
33 C -1.851 -33.068 -5.596
34 H -10.568 -31.615 -8.334
35 H -11.570 -32.869 -8.686
36 H -10.727 -32.379 -10.065
37 H -8.237 -31.630 -8.428
38 H -7.753 -32.747 -9.522
39 H -7.514 -34.418 -7.325
40 H -7.450 -32.841 -6.539
41 H -5.521 -34.230 -8.140
42 H -4.703 -33.753 -6.112
43 H -5.233 -32.098 -6.061
44 H -3.501 -31.835 -8.090
45 H -3.063 -33.408 -7.893
46 H -1.163 -33.635 -6.222
47 H -2.574 -33.742 -5.136
48 H -1.267 -32.589 -4.809
49 C -21.600 -26.113 3.735
50 O -20.637 -25.282 4.337
51 C -20.738 -25.404 5.768
52 C -20.898 -23.974 6.282
53 N -19.666 -23.221 5.898
54 C -18.484 -23.415 6.766
55 C -17.284 -22.482 6.498
56 O -16.508 -23.013 5.470
57 C -15.666 -21.993 4.826
58 H -21.378 -26.373 2.700
59 H -22.513 -25.519 3.709
60 H -21.871 -27.027 4.263
61 H -19.956 -26.055 6.158
62 H -21.659 -25.898 6.079
63 H -20.951 -24.055 7.368
64 H -21.805 -23.547 5.854
65 H -19.416 -23.605 4.998
66 H -18.171 -24.459 6.815
67 H -18.682 -23.079 7.784
68 H -16.599 -22.431 7.345
69 H -17.636 -21.473 6.288
70 H -14.775 -21.916 5.451
71 H -16.282 -21.115 4.634
72 H -15.437 -22.220 3.785
73 C -4.465 -23.321 -0.292
74 O -3.324 -22.476 -0.270
75 C -3.558 -21.164 0.188
76 C -2.316 -20.228 0.062
77 N -1.402 -20.813 1.066
78 C -0.121 -20.187 0.972
79 C 0.937 -20.885 1.775
80 O 1.181 -22.059 1.120
81 C 2.136 -22.957 1.672
82 H -4.825 -23.455 0.728
83 H -4.242 -24.296 -0.725
84 H -5.202 -22.773 -0.880
85 H -3.980 -21.140 1.193
86 H -4.309 -20.684 -0.440
87 H -2.589 -19.191 0.258
88 H -1.931 -20.237 -0.958
89 H -1.211 -21.786 0.869
90 H -0.192 -19.179 1.379
91 H 0.244 -20.012 -0.040
92 H 0.643 -20.876 2.825
93 H 1.865 -20.320 1.858
94 H 3.150 -22.656 1.935
95 H 2.225 -23.787 0.971
96 H 1.710 -23.346 2.597
97 C -8.747 -38.236 -1.770
98 O -7.341 -38.076 -1.819
99 C -6.578 -38.977 -2.602
100 C -6.766 -40.471 -2.263
101 N -6.156 -41.331 -3.255
102 C -6.059 -42.735 -2.845
103 C -5.492 -43.599 -3.970
104 O -6.463 -43.740 -5.017
105 C -5.912 -44.515 -6.077
106 H -8.894 -39.213 -1.309
107 H -9.062 -38.449 -2.791
108 H -9.296 -37.430 -1.283
109 H -5.552 -38.647 -2.437
110 H -6.746 -38.763 -3.658
111 H -7.834 -40.671 -2.180
112 H -6.293 -40.519 -1.282
113 H -6.718 -41.276 -4.091
114 H -7.020 -43.045 -2.434
115 H -5.336 -42.813 -2.033
116 H -5.217 -44.567 -3.553
117 H -4.561 -43.231 -4.400
118 H -4.996 -44.100 -6.499
119 H -6.647 -44.469 -6.880
120 H -5.730 -45.517 -5.688
121 C -12.247 -27.786 -1.779
122 O -12.184 -26.562 -1.015
123 C -13.435 -26.067 -0.499
124 C -14.410 -25.850 -1.598
125 N -15.661 -25.436 -1.064
126 C -16.718 -24.983 -2.006
127 C -17.870 -24.263 -1.266
128 O -17.268 -23.159 -0.678
129 C -18.270 -22.417 0.052
130 H -12.557 -27.409 -2.754
131 H -13.026 -28.453 -1.411
132 H -11.293 -28.313 -1.772
133 H -13.228 -25.118 -0.005
134 H -13.704 -26.690 0.354
135 H -14.592 -26.612 -2.356
136 H -13.972 -24.990 -2.106
137 H -15.616 -24.831 -0.257
138 H -17.134 -25.897 -2.431
139 H -16.230 -24.426 -2.806
140 H -18.359 -24.931 -0.558
141 H -18.676 -23.920 -1.915
142 H -18.952 -23.059 0.609
143 H -18.886 -21.722 -0.518
144 H -17.738 -22.011 0.913
145 C -13.843 -27.489 6.029
146 C -12.496 -27.362 6.726
147 C -11.313 -27.248 5.765
148 O -12.544 -26.205 7.422
149 H -14.676 -27.632 6.717
150 H -13.722 -28.263 5.271
151 H -14.040 -26.606 5.420
152 H -12.365 -28.078 7.537
153 H -11.153 -28.125 5.138
154 H -10.411 -27.188 6.374
155 H -11.354 -26.412 5.066
156 H -12.970 -25.624 6.786
157 C -20.275 -14.086 -5.063
158 C -19.519 -15.330 -4.645
159 C -20.029 -16.604 -5.196
160 O -18.161 -15.239 -5.049
161 H -19.760 -13.162 -4.797
162 H -21.267 -14.086 -4.612
163 H -20.411 -14.108 -6.144
164 H -19.557 -15.295 -3.556
165 H -20.077 -16.611 -6.285
166 H -21.010 -16.885 -4.813
167 H -19.302 -17.388 -4.984
168 H -17.689 -16.044 -4.823
169 C -25.400 -15.317 7.046
170 C -23.941 -15.239 6.489
171 C -23.582 -16.594 5.861
172 O -24.032 -14.275 5.426
173 H -25.578 -14.432 7.656
174 H -25.443 -16.038 7.862
175 H -26.177 -15.535 6.313
176 H -23.201 -15.026 7.260
177 H -22.658 -16.419 5.310
178 H -24.348 -16.854 5.131
179 H -23.572 -17.432 6.558
180 H -24.412 -13.465 5.775
181 C -26.125 -22.995 -1.944
182 C -26.298 -22.757 -3.449
183 C -25.697 -21.465 -3.937
184 O -25.902 -23.853 -4.271
185 H -26.594 -22.227 -1.329
186 H -25.088 -23.199 -1.681
187 H -26.646 -23.938 -1.777
188 H -27.364 -22.708 -3.670
189 H -26.117 -21.234 -4.915
190 H -24.617 -21.543 -3.806
191 H -25.958 -20.717 -3.188
192 H -26.358 -23.733 -5.107
193 C -22.042 -31.231 -7.189
194 C -21.101 -30.950 -8.403
195 C -20.022 -29.821 -8.017
196 O -20.535 -32.177 -8.822
197 H -22.944 -31.657 -7.629
198 H -22.338 -30.349 -6.621
199 H -21.630 -31.976 -6.509
200 H -21.698 -30.661 -9.268
201 H -19.545 -29.346 -8.875
202 H -19.229 -29.966 -7.283
203 H -20.521 -28.938 -7.618
204 H -20.354 -32.761 -8.083
205 C -18.040 -31.478 -1.808
206 C -17.956 -31.736 -0.305
207 C -16.755 -32.562 0.015
208 O -17.898 -30.580 0.499
209 H -18.166 -32.392 -2.389
210 H -17.329 -30.838 -2.330
211 H -18.933 -30.886 -2.008
212 H -18.800 -32.373 -0.042
213 H -16.813 -32.769 1.084
214 H -15.893 -31.908 -0.124
215 H -16.668 -33.458 -0.600
216 H -17.410 -29.897 0.033

Computed properties:
- frontier orbital gap (eV) = 8.70
- SMILES = COCCNCCOC.COCCNCCOC.COCCNCCOC.COCCNCCOC.COCCNCCOC.COCCNCCOC.CC(C)O.CC(C)O.CC(C)O.CC(C)O.CC(C)O.CC(C)O
- energy above the lowest of the compared OMol25 structures with the same formula, charge and spin (kcal per mole) = 191.5
- net charge = 0
- max |F| (hartree/bohr) = 0.0683
- lowest unoccupied orbital energy (Eh) = 0.0128

***

- The lowest max |F| belongs to which entry?
  C54H138N6O18